Molecular formula: C2H10N2
Method: DFT, wB97M-V/def2-TZVPD

Each line ends with the Mulliken charge.
Cartesian coordinates (Å):
C (-1.5900, 0.4680, 1.6185)  -0.933
C (-0.4312, 1.1466, 0.7328)  -0.430
N (0.5347, 0.1972, 0.0389)  -0.510
H (-1.1769, -0.4106, 2.0606)  0.296
H (-1.9681, 1.1142, 2.3917)  0.302
H (-2.3912, 0.1196, 0.9264)  0.253
H (-0.9938, 1.6352, -0.0357)  0.234
H (0.1257, 1.9504, 1.2802)  0.300
H (1.3295, 0.8423, 0.0239)  0.211
H (0.6952, -0.7358, 0.4462)  0.247
N (1.6950, -1.8283, -2.3698)  -0.756
H (1.5877, -1.2942, -1.4593)  0.297
H (0.7270, -2.1818, -2.5795)  0.247
H (1.8564, -1.0229, -3.0751)  0.241

Atomic forces in eV per Å
C 1.28 0.10 -2.11
C -0.96 -1.10 1.03
N -0.83 1.61 0.59
H 0.24 -0.68 0.64
H -0.19 0.33 0.09
H 0.42 0.42 0.62
H -0.01 0.53 -0.67
H -0.45 -0.87 -0.11
H 0.44 -1.52 -0.22
H 0.06 1.21 0.31
N -0.85 2.08 -0.29
H 0.01 -0.87 -1.51
H 1.26 0.56 0.25
H -0.42 -1.81 1.39

Energy above the lowest of the compared OMol25 structures with the same formula, charge and spin   78.6 kJ/mol
Kohn-Sham gap   10.31 eV
E_tot   -5215.537 eV
Spin multiplicity   1